(i)
Formula: C3H9NO2S2
Source: OMol25
Level of theory: the ωB97M-V functional and the def2-TZVPD basis

Structure (ORCA input):
```
! wB97M-V def2-TZVPD RIJCOSX def2/J DEFGRID3
* xyz 0 1
N 1.596 -2.659 -1.059
C 0.538 -2.268 -0.280
O -0.646 -2.162 -0.929
O 0.602 -2.123 0.907
H 2.478 -2.604 -0.575
H 1.630 -2.400 -2.029
H -0.536 -2.324 -1.873
C 0.790 2.361 0.684
C -0.350 1.394 0.361
S -1.687 1.680 1.545
S -3.092 0.296 0.983
H 1.187 2.188 1.680
H 0.451 3.396 0.629
H 1.604 2.241 -0.027
H -0.034 0.356 0.468
H -0.708 1.546 -0.655
H -3.825 1.082 0.169
*
```

Computed properties:
* molar mass: 155.24 g/mol
* HOMO level: -8.776 eV
* SMILES: NC(=O)O.CCSS

(ii)
Formula: C3H9NO2S2
Source: OMol25
Level of theory: the ωB97M-V functional and the def2-TZVPD basis

Structure (ORCA input):
```
! wB97M-V def2-TZVPD RIJCOSX def2/J DEFGRID3
* xyz 0 1
C -1.139 -2.163 -0.692
C 2.087 0.395 0.138
C 0.870 0.276 1.080
N -0.703 1.284 -0.872
O 0.259 2.881 0.879
O -1.545 1.369 1.475
S 0.555 -0.590 2.358
S -0.364 1.582 0.712
H -0.254 -2.654 -0.671
H -2.071 -2.820 -0.484
H -1.362 -1.746 -1.555
H 2.922 0.476 0.874
H 2.089 -0.558 -0.334
H 1.844 1.225 -0.430
H -0.739 1.927 -1.566
H -1.278 0.428 -0.997
H -1.172 -1.314 0.084
*
```

Computed properties:
* molar mass: 155.24 g/mol
* HOMO level: -9.200 eV
* SMILES: CC(=S)S(N)(=O)=O.C

Most favorable first, least favorable last: (i), (ii)

(i)
Formula: C2H2O2
Source: OMol25
Level of theory: the ωB97M-V functional and the def2-TZVPD basis

Structure (ORCA input):
```
! wB97M-V def2-TZVPD RIJCOSX def2/J DEFGRID3
* xyz 0 1
C 0.032 -0.094 -0.684
C -0.119 0.084 0.681
O 0.770 -0.997 0.110
O 0.558 1.110 -0.060
H -0.498 -0.123 -1.547
H -0.742 0.021 1.500
*
```

Computed properties:
* molar mass: 58.04 g/mol
* HOMO level: -9.789 eV
* SMILES: O1[C@H]2O[C@@H]12

(ii)
Formula: C2H2O2
Source: OMol25
Level of theory: the ωB97M-V functional and the def2-TZVPD basis

Structure (ORCA input):
```
! wB97M-V def2-TZVPD RIJCOSX def2/J DEFGRID3
* xyz 0 1
C -1.615 -0.266 0.691
C -0.085 -0.469 0.032
O -2.313 -0.850 1.371
O 0.114 -1.711 0.056
H -0.146 0.052 -0.939
H 0.427 0.171 0.788
*
```

Computed properties:
* molar mass: 58.04 g/mol
* HOMO level (alpha / beta): -9.606 / -9.606 eV

Most favorable first, least favorable last: (ii), (i)

(i)
Formula: C3H8N2O2S
Source: OMol25
Level of theory: the ωB97M-V functional and the def2-TZVPD basis

Structure (ORCA input):
```
! wB97M-V def2-TZVPD RIJCOSX def2/J DEFGRID3
* xyz 0 1
C 2.043 0.613 0.073
C -0.068 -0.073 0.244
C -2.091 -1.339 -0.256
H 2.344 -0.257 -0.478
H 2.389 0.649 1.208
H 2.779 1.322 -0.395
H 0.554 1.633 1.602
H -2.751 -1.735 -1.186
H -1.962 -2.069 0.821
H -2.658 -0.305 0.206
H -0.377 1.015 -2.471
N -0.227 -0.176 1.572
N -0.875 -0.670 -0.722
O 0.626 1.005 -0.216
O 0.509 0.968 2.378
S -0.234 -0.581 -2.379
*
```

Computed properties:
* molar mass: 136.18 g/mol
* HOMO level: -8.725 eV
* SMILES: CO/C(=N\O)N(C)S

(ii)
Formula: C3H8N2O2S
Source: OMol25
Level of theory: the ωB97M-V functional and the def2-TZVPD basis

Structure (ORCA input):
```
! wB97M-V def2-TZVPD RIJCOSX def2/J DEFGRID3
* xyz 0 1
C -0.176 1.706 -0.971
C -0.273 0.654 1.070
C 0.198 -0.755 0.456
H 0.013 0.572 -1.391
H 0.916 1.946 -0.654
H -0.815 2.256 -1.767
H -0.955 0.415 2.011
H 0.604 1.231 1.486
H 2.021 0.032 0.138
H 1.329 -2.558 -0.365
H -2.760 -0.604 0.171
N 1.623 -0.901 0.253
N -0.541 -1.562 -0.105
O -1.066 1.393 0.134
O 2.117 -1.977 -0.338
S -2.236 -1.846 -0.128
*
```

Computed properties:
* molar mass: 136.18 g/mol
* HOMO level: -8.143 eV
* SMILES: COC/C(=N\S)NO

Most favorable first, least favorable last: (ii), (i)

(i)
Formula: C15H39Br9N6O2P2
Source: OMol25
Level of theory: the ωB97M-V functional and the def2-TZVPD basis

Structure (ORCA input):
```
! wB97M-V def2-TZVPD RIJCOSX def2/J DEFGRID3
* xyz 0 1
O 24.898 -4.303 9.956
P 24.412 -4.910 11.257
N 23.917 -6.577 11.218
C 22.536 -6.996 11.007
C 24.866 -7.506 10.668
N 23.040 -4.040 11.877
C 22.452 -4.260 13.171
C 22.565 -2.772 11.114
N 25.585 -4.832 12.602
C 26.582 -3.804 12.672
C 25.275 -5.348 13.923
H 22.487 -8.030 10.666
H 22.079 -6.380 10.232
H 21.987 -6.909 11.945
H 25.862 -7.062 10.658
H 24.609 -7.863 9.670
H 24.769 -8.407 11.274
H 22.552 -3.388 13.817
H 21.387 -4.410 12.997
H 22.862 -5.116 13.707
H 21.567 -2.475 11.436
H 23.238 -1.997 11.480
H 22.659 -2.862 10.032
H 27.604 -4.178 12.735
H 26.397 -3.328 11.708
H 26.402 -2.964 13.344
H 26.217 -5.448 14.463
H 24.738 -6.296 13.963
H 24.656 -4.804 14.636
O 19.960 -8.033 21.913
P 20.881 -7.333 22.843
N 20.245 -5.816 23.506
C 19.505 -5.908 24.815
C 19.818 -4.767 22.578
N 22.284 -6.895 21.970
C 23.251 -5.824 22.365
C 22.882 -7.840 21.034
N 21.542 -8.242 24.114
C 21.165 -9.626 24.357
C 22.439 -7.708 25.122
H 18.432 -6.039 24.679
H 19.742 -5.032 25.419
H 19.986 -6.622 25.484
H 19.142 -4.071 23.075
H 19.093 -5.226 21.907
H 20.535 -4.288 21.912
H 23.618 -5.298 21.483
H 22.644 -5.244 23.060
H 24.081 -6.271 22.911
H 22.244 -7.940 20.156
H 23.837 -7.543 20.599
H 22.976 -8.831 21.478
H 20.918 -9.733 25.413
H 20.395 -9.853 23.619
H 22.114 -10.145 24.221
H 22.777 -8.237 26.013
H 21.985 -6.783 25.477
H 23.367 -7.421 24.627
C 28.402 -5.187 17.719
Br 28.820 -3.544 16.798
Br 29.995 -6.244 18.276
Br 27.164 -6.396 16.768
H 27.810 -4.824 18.559
C 24.085 -2.687 18.931
Br 22.592 -3.075 20.143
Br 23.847 -3.686 17.188
Br 25.736 -3.392 19.752
H 24.115 -1.616 18.730
C 24.169 0.544 15.239
Br 23.776 0.750 17.165
Br 24.428 2.334 14.304
Br 22.885 -0.705 14.254
H 25.160 0.092 15.264
*
```

Computed properties:
* molar mass: 1116.60 g/mol
* HOMO level: -8.241 eV

(ii)
Formula: C15H39Br9N6O2P2
Source: OMol25
Level of theory: the ωB97M-V functional and the def2-TZVPD basis

Structure (ORCA input):
```
! wB97M-V def2-TZVPD RIJCOSX def2/J DEFGRID3
* xyz 0 1
C 3.140 0.000 -3.141
Br 1.904 -0.966 -4.413
Br 3.480 1.877 -3.593
Br 4.720 -1.143 -2.989
H 2.644 -0.067 -2.172
C -1.908 0.146 -0.815
Br -0.175 0.705 -1.794
Br -3.126 1.770 -0.908
Br -1.614 -0.653 1.028
H -2.370 -0.609 -1.450
C 2.067 -0.948 1.868
Br 2.987 -2.277 0.823
Br 2.342 0.796 0.969
Br 2.945 -0.936 3.661
H 0.987 -1.095 1.857
O -1.686 6.571 2.206
P -0.659 5.718 1.509
N -0.541 4.075 2.134
C -0.820 2.828 1.303
C -0.534 3.853 3.565
N 1.000 6.120 1.787
C 2.083 5.401 1.076
C 1.393 7.373 2.449
N -0.677 5.691 -0.178
C -0.350 6.967 -0.904
C -1.840 5.009 -0.745
H -1.902 2.703 1.272
H -0.399 1.984 1.849
H -0.369 2.870 0.312
H -0.166 2.866 3.844
H -1.522 4.052 3.982
H 0.225 4.467 4.048
H 3.107 5.689 1.317
H 2.068 4.316 1.188
H 1.956 5.416 -0.006
H 1.248 8.189 1.740
H 0.944 7.488 3.435
H 2.449 7.434 2.711
H 0.585 6.836 -1.448
H -1.092 7.139 -1.685
H -0.270 7.771 -0.172
H -2.702 5.676 -0.721
H -2.161 4.176 -0.120
H -1.625 4.743 -1.780
O -0.166 -3.277 0.348
P -0.420 -4.535 -0.375
N 0.594 -5.752 0.265
C 1.854 -6.169 -0.359
C 0.682 -5.939 1.720
N -0.327 -4.485 -2.146
C 0.161 -3.234 -2.749
C -0.657 -5.702 -2.975
N -1.948 -5.125 -0.117
C -3.085 -4.124 -0.157
C -2.388 -6.455 -0.545
H 1.861 -6.111 -1.448
H 2.086 -7.207 -0.121
H 2.584 -5.514 0.116
H 0.992 -5.169 2.427
H 1.523 -6.510 2.114
H -0.302 -6.160 2.132
H -0.648 -2.583 -3.081
H 0.918 -2.782 -2.108
H 0.635 -3.515 -3.689
H -1.744 -5.783 -2.980
H -0.310 -5.547 -3.996
H -0.155 -6.644 -2.755
H -3.293 -3.775 -1.168
H -3.969 -4.398 0.419
H -2.889 -3.176 0.344
H -1.474 -6.928 -0.905
H -3.078 -6.383 -1.386
H -2.804 -7.037 0.278
*
```

Computed properties:
* molar mass: 1116.60 g/mol
* HOMO level: -8.004 eV

Most favorable first, least favorable last: (i), (ii)